No. 1
Formula: C11H18Cl4OSn
Source: OMol25
Level of theory: the ωB97M-V functional and the def2-TZVPD basis

Properties
DFT total energy ... -2560.29149 Eh
Energy above the lowest of the compared OMol25 structures with the same formula, charge and spin ... 0.0 kJ/mol
Orbital gap ... 3.73 eV
E_LUMO ... 0.1609 Ha
Total charge ... -2

```
35
Properties=species:S:1:pos:R:3:forces:R:3
C 1.37619 -0.93019 0.06917 -1.034 0.612 -1.391
C 1.57338 0.34447 -0.55162 -1.332 -1.091 -0.423
C 0.66640 0.44583 -1.64792 0.122 -1.342 1.086
C 2.54772 1.38079 -0.16420 0.274 0.624 0.122
C -0.10720 -0.75331 -1.69494 1.285 0.260 0.963
C 0.34534 -1.60997 -0.64959 0.617 1.447 -0.332
C -0.20216 -2.94504 -0.34273 0.017 -0.347 -0.025
C 2.09553 -1.45352 1.24293 0.323 -0.243 0.269
C 0.54070 1.61443 -2.53950 0.092 0.302 -0.179
C -1.24531 -1.02544 -2.59697 -0.082 -0.070 -0.306
Sn -1.28554 1.04646 2.04377 0.897 -0.831 -1.960
Cl 0.88024 4.50086 1.41234 -0.211 0.082 0.105
Cl 0.71605 1.35199 3.18947 -0.768 0.141 -0.048
Cl -1.89803 1.67314 -0.16581 0.123 0.274 0.755
H 2.99898 1.15149 0.80731 0.121 0.037 -0.109
H 2.07281 2.37083 -0.04938 0.256 -0.207 -0.078
H 3.34773 1.45727 -0.92234 0.068 0.168 0.243
H 0.71195 2.54693 -1.99032 -0.033 0.021 -0.099
H -0.45446 1.66641 -2.99157 -0.026 0.067 -0.075
H 1.27920 1.56074 -3.35203 -0.039 0.224 -0.191
H -1.89831 -0.14820 -2.69875 -0.041 -0.029 -0.080
H -1.85321 -1.85088 -2.21069 -0.063 0.035 -0.127
H -0.89470 -1.30740 -3.60118 -0.284 -0.015 -0.141
H -1.26092 -3.00161 -0.62069 -0.021 -0.156 0.080
H -0.11728 -3.17317 0.72479 -0.049 -0.088 -0.013
H 0.33266 -3.72801 -0.90433 -0.162 -0.226 0.126
H 2.33746 -0.66095 1.95778 0.104 -0.091 -0.019
H 3.03148 -1.94879 0.93955 0.101 -0.085 0.290
H 1.47528 -2.18434 1.77128 0.098 -0.054 0.089
O -1.16216 -0.89723 1.68206 -0.476 0.066 0.845
H -1.93946 -1.37799 1.99536 0.050 0.073 -0.080
Cl -3.35699 2.84705 3.60956 -0.616 1.137 0.761
C -3.27612 1.31173 2.82995 0.792 -1.098 -0.634
H -3.48472 0.47699 3.49416 -0.202 0.179 0.222
H -3.89250 1.24862 1.92509 0.098 0.220 0.356
```
Forces are in eV/Å.

No. 2
Formula: C11H18ClCrIN2O2P
Source: OMol25
Level of theory: the ωB97M-V functional and the def2-TZVPD basis

Properties
DFT total energy ... -2832.91425 Eh
Energy above the lowest of the compared OMol25 structures with the same formula, charge and spin ... 297.7 kJ/mol
Orbital gap (spin up / spin down) ... 3.74 / 6.16 eV
Multiplicity ... 4
E_LUMO (spin up / spin down) ... -0.4083 / -0.3194 Ha
Total charge ... +2

```
37
Properties=species:S:1:pos:R:3:forces:R:3
C 0.76148 1.28201 -2.30463 3.173 -2.015 2.823
I -2.08133 2.03028 -3.21747 -1.043 -1.647 -0.878
H 1.04772 0.16126 -2.14893 -0.820 1.798 -0.432
H 1.61172 1.70715 -1.66412 -1.007 0.251 -1.414
H 0.72162 1.47530 -3.37644 0.497 0.338 0.300
Cr -0.16026 -1.04606 0.26945 -0.498 0.492 0.501
P -0.12017 -1.78076 -2.26858 -0.227 -3.266 -2.545
C -0.29491 -1.16334 -4.05914 -0.643 1.120 0.457
C 1.54729 -2.54009 -2.51161 0.262 0.554 0.951
H -0.98854 -3.87232 -1.33165 -0.203 0.247 -0.838
H -1.06417 -3.94610 -3.16770 0.025 0.787 0.654
H -2.27027 -2.95507 -2.20335 0.599 -0.415 -0.139
C -1.21551 -3.30655 -2.26150 -0.342 0.464 0.648
H 1.83191 -3.07347 -1.59286 0.111 -0.010 -0.432
H 1.56326 -3.21056 -3.39539 -0.299 0.407 0.572
H 0.10118 -1.89448 -4.81637 -0.420 0.279 1.193
H 0.30665 -0.24267 -4.11265 -0.331 -0.617 -0.357
H 2.24779 -1.70820 -2.67196 0.082 -0.388 -0.032
H -1.35148 -0.87673 -4.26974 0.801 -0.350 0.100
C -0.51845 1.71779 -1.73358 -3.370 7.453 -0.683
O -0.77085 2.84595 -1.16508 3.119 -5.215 0.698
Cl -0.24421 -3.06247 0.99412 0.056 0.890 -0.234
N 1.35401 1.89501 5.65906 0.348 -1.855 0.053
C 1.40230 1.06757 4.50384 0.920 0.193 1.732
O 2.33208 0.35602 4.12119 -1.698 1.377 0.872
C 0.20536 1.28435 3.65896 -0.141 -0.747 -0.403
C -0.53150 2.47509 3.64401 0.763 -1.112 -0.388
C -1.40135 2.61154 2.58928 -0.438 -0.101 -0.405
C -1.55436 1.59645 1.63645 -0.493 1.170 -1.055
N -0.71664 0.55040 1.55847 -1.365 -0.968 0.986
C -0.02360 0.31553 2.69931 0.856 -0.028 -1.692
H 2.07237 1.62194 6.33375 0.052 0.350 -0.354
H 0.45832 1.96350 6.17947 0.687 -0.065 -0.914
H -0.36436 3.20622 4.42511 -0.044 0.230 -0.338
H -1.89682 3.55535 2.45080 -0.684 -0.070 -0.017
H -2.37906 1.64987 0.91400 0.743 0.255 -0.044
H 0.38282 -0.68968 2.63547 0.969 0.213 1.056
```
Forces are in eV/Å.

No. 3
Formula: C11H18ClO3RhSTi
Source: OMol25
Level of theory: the ωB97M-V functional and the def2-TZVPD basis

Properties
DFT total energy ... -2473.94358 Eh
Energy above the lowest of the compared OMol25 structures with the same formula, charge and spin ... 0.0 kJ/mol
Orbital gap (spin up / spin down) ... 5.12 / 7.03 eV
Multiplicity ... 6
E_LUMO (spin up / spin down) ... 0.0895 / 0.0895 Ha
Total charge ... -1

```
36
Properties=species:S:1:pos:R:3:forces:R:3
Ti 1.11551 -0.07565 1.02776 1.735 -0.627 -0.241
Cl -0.21253 0.68247 2.65393 -0.659 0.119 0.978
C 2.62864 1.29451 1.14026 0.738 0.503 0.090
H 2.15224 2.26909 0.98280 0.117 0.034 0.040
H 3.42167 1.13700 0.40355 -0.084 0.172 0.184
H 3.07193 1.25875 2.14162 0.041 0.135 -0.005
Rh 3.55885 -1.96681 0.71331 -0.576 1.064 -0.195
C 3.31217 -3.91886 1.04996 -0.072 -1.855 0.210
C 4.84259 -1.09784 2.02093 1.050 0.444 0.961
C 3.03771 -1.08764 -0.94171 -0.597 0.794 -1.349
H 5.58578 -0.54806 1.41393 -0.183 -0.052 0.406
H 4.30076 -0.43253 2.70638 0.414 -0.098 -0.079
H 5.31631 -1.94029 2.55583 0.001 0.450 0.024
H 3.42774 -4.42750 0.07596 -0.111 -0.095 0.481
H 4.09687 -4.21420 1.76983 -0.342 -0.164 -0.263
H 2.31312 -4.07450 1.47259 0.053 -0.263 -0.075
H 3.50576 -0.13260 -1.30520 -0.708 -0.819 0.160
H 2.36059 -1.60034 -1.65895 0.522 0.509 0.121
C -5.96572 2.20182 -0.91592 -0.159 -0.065 -0.204
C -4.60163 1.54195 -0.95720 0.009 0.080 0.364
C -3.88291 1.57850 -2.15331 0.282 0.012 0.335
C -2.57608 1.11343 -2.19683 0.316 -0.653 -0.123
C -2.00531 0.52080 -1.05519 -0.167 0.271 -0.573
C -2.67944 0.53915 0.16125 -0.210 -0.373 -0.333
C -3.99671 1.00230 0.18977 -0.156 0.258 0.054
S -0.35794 -0.16808 -1.21012 1.665 0.441 2.276
O -0.11138 -0.53760 -2.56790 -0.408 0.241 0.198
O 0.52182 0.93112 -0.59615 -1.314 -0.368 -1.783
O -0.11110 -1.24672 -0.15902 -1.593 0.248 -1.776
H -5.85523 3.30493 -0.97909 -0.103 -0.606 0.236
H -6.57204 1.90178 -1.78259 0.198 0.058 0.123
H -6.54535 1.92041 -0.02775 0.277 0.234 -0.083
H -4.36328 1.97906 -3.04261 0.194 0.050 0.082
H -1.98863 1.16432 -3.12167 -0.317 -0.163 0.391
H -2.18263 0.18173 1.05736 -0.191 -0.095 -0.107
H -4.56216 0.94608 1.13420 0.342 0.181 -0.522
```
Forces are in eV/Å.

No. 4
Formula: C11H18F9I2O2P2W
Source: OMol25
Level of theory: the ωB97M-V functional and the def2-TZVPD basis

Properties
DFT total energy ... -2823.29880 Eh
Energy above the lowest of the compared OMol25 structures with the same formula, charge and spin ... 0.0 kJ/mol
Orbital gap (spin up / spin down) ... 6.38 / 6.11 eV
Multiplicity ... 3
E_LUMO (spin up / spin down) ... -0.4998 / -0.5148 Ha
Total charge ... +3

```
45
Properties=species:S:1:pos:R:3:forces:R:3
I -3.45313 0.61625 -3.96711 0.078 -0.723 0.763
I -3.23335 -0.93080 -1.62690 -0.070 0.943 -0.866
W -0.75123 -0.12707 -0.52183 4.505 0.202 3.908
P 0.18724 -1.90510 -1.96652 1.000 -0.618 -1.213
C 0.13485 -3.45546 -1.04458 -0.539 0.062 0.475
C -0.57539 -2.12763 -3.57302 -0.260 -0.029 -0.018
H -0.04606 -2.95475 -4.06811 -0.275 0.247 -0.083
H 2.33776 -2.42163 -2.85565 0.008 0.121 0.093
H -0.48382 -1.19511 -4.14241 0.119 -0.271 -0.072
H 2.04444 -0.64668 -2.83805 0.203 -0.286 0.091
H -0.91919 -3.72620 -0.86524 0.427 -0.184 -0.028
H -1.64518 -2.34763 -3.44525 0.491 -0.247 -0.271
C 1.95692 -1.58060 -2.26392 -0.244 0.618 0.349
H 0.62448 -4.22325 -1.66643 -0.130 0.186 0.208
H 2.49463 -1.48671 -1.30242 -0.198 -0.097 -0.577
H 0.66651 -3.34525 -0.08295 -0.146 -0.156 -0.386
P -1.82186 2.00173 0.15755 -0.331 1.892 0.144
C -2.54996 1.79491 1.79671 -0.124 -0.798 0.047
C -0.55874 3.30238 0.36952 0.392 -0.655 -0.346
H -2.59354 2.86669 -1.91697 -0.143 0.246 0.225
H -3.45877 3.60452 -0.50049 0.051 -0.258 -0.249
H -3.85286 1.93336 -1.09398 -0.004 0.467 0.176
C -3.06022 2.67858 -0.94278 -0.222 -0.191 -0.231
H -0.08983 3.48604 -0.60671 0.018 0.163 0.299
H -1.07879 4.20548 0.70820 0.074 -0.108 -0.006
H -2.95964 2.77031 2.10921 0.151 -0.298 -0.079
H -1.78076 1.44861 2.50915 -0.369 0.222 -0.161
H 0.19969 2.97270 1.10044 -0.344 0.297 -0.336
H -3.35923 1.04958 1.71822 0.143 0.349 0.303
C -1.55230 -1.26564 0.90340 -3.035 -3.769 4.263
O -2.09756 -1.94650 1.68262 2.644 3.129 -3.438
F 1.30788 -2.17170 2.23971 0.257 0.697 -0.212
C 2.37003 -1.37760 1.95990 1.494 -1.975 0.651
F 3.25693 -1.48079 2.99360 -1.517 0.349 -1.962
F 2.95229 -1.92189 0.85240 -0.544 0.556 0.810
C 1.91188 0.08473 1.67251 1.270 -0.189 1.630
O 0.98549 0.14931 0.66611 -3.798 -0.435 -2.941
C 1.35336 0.63116 3.02106 -0.196 1.189 2.341
F 2.20788 0.47935 4.07527 -1.419 0.304 -2.050
F 1.04971 1.95857 2.91667 0.309 -1.165 -0.079
F 0.18370 0.02141 3.33813 0.568 0.037 -0.480
C 3.15446 0.93955 1.25625 1.627 1.108 -0.568
F 4.16414 0.99876 2.15385 -1.741 -0.380 -1.016
F 3.64034 0.44212 0.09278 -0.369 0.286 0.748
F 2.73679 2.20189 0.99804 0.189 -0.838 0.144
```
Forces are in eV/Å.